Density functional theory data (ωB97M-V/def2-TZVPD) for an isolated molecule of C18H18N2O6S2.

Values from the calculation:
HOMO-LUMO gap in eV: 8.4
E_HOMO in eV: -9.302
SMILES string: O=C(O)/C(=C\c1cccc([N+](=O)[O-])c1)c1ccc(S(=O)(=O)N2CCCCC2)s1
Energy in eV: -55887.676

Atoms and positions in Å:
1 O -2.02520 0.14853 -2.77327
2 C -1.31728 -0.77243 -2.42041
3 O -0.35578 -1.35345 -3.10895
4 C -1.37642 -1.13491 -1.04639
5 C -2.34898 -1.98452 -0.64448
6 C -3.44145 -2.70474 -1.30680
7 C -3.31001 -3.41325 -2.47464
8 C -4.33109 -4.29697 -2.83130
9 C -5.43590 -4.47324 -2.06362
10 C -5.58595 -3.73230 -0.85941
11 N -6.74137 -3.76558 -0.03027
12 O -6.99163 -2.76586 0.64602
13 O -7.45919 -4.70970 -0.10691
14 C -4.56267 -2.83917 -0.60096
15 C -0.40004 -0.55564 -0.05432
16 C -0.67437 -0.02556 1.16915
17 C 0.47064 0.29244 1.96726
18 C 1.56143 0.15811 1.17245
19 S 3.18790 0.33222 1.77167
20 O 3.31996 -0.17437 3.16234
21 O 4.10355 -0.34348 0.86451
22 N 3.59386 2.04659 1.75553
23 C 4.95462 2.20690 1.18655
24 C 5.27534 3.73356 1.33159
25 C 4.22746 4.71904 0.71873
26 C 2.98649 4.33915 1.38672
27 C 2.59910 2.89980 1.12615
28 S 1.32669 -0.46279 -0.37694
29 H -0.35791 -0.98276 -3.96686
30 H -2.33493 -2.29483 0.37622
31 H -2.43154 -3.27514 -3.13860
32 H -4.56405 -4.59062 -3.79941
33 H -6.14526 -5.21464 -2.43594
34 H -4.63641 -2.22796 0.29160
35 H -1.69996 -0.15779 1.59670
36 H 0.50704 0.52156 3.03670
37 H 5.66350 1.68787 1.81920
38 H 4.95871 1.78383 0.16684
39 H 5.58210 3.99299 2.33756
40 H 6.07140 3.87211 0.68518
41 H 4.53248 5.78763 0.72415
42 H 4.25816 4.51827 -0.38740
43 H 2.20809 4.96542 1.01676
44 H 3.05748 4.60197 2.47015
45 H 2.49773 2.86176 0.00160
46 H 1.58366 2.78201 1.64557

Forces on the atoms, in the same order (eV/Å):
O 0.431 -0.822 -1.145
C -0.623 2.970 -0.342
O 0.264 -1.143 0.839
C -0.603 -2.085 3.010
C 1.209 0.840 0.227
C 2.485 0.026 -1.558
C 0.491 -0.453 -1.585
C 0.209 1.765 0.358
C -1.597 -0.420 2.117
C 2.165 -0.145 -2.523
N -0.671 2.105 0.648
O 0.538 -0.561 -0.199
O -0.913 -1.794 -0.119
C -2.808 0.132 3.036
C 0.438 0.122 -1.228
C -1.583 -1.255 1.592
C -0.670 -0.146 -0.819
C 1.058 0.209 1.220
S 3.087 -0.825 2.567
O -1.210 1.611 -2.458
O -1.006 0.609 -0.290
N -0.787 -2.400 -0.275
C -1.055 1.501 0.593
C -0.545 -0.066 -1.092
C 2.320 -1.014 -0.951
C -1.343 1.260 0.966
C -1.400 0.974 0.570
S -1.074 -0.198 -0.436
H 0.137 0.777 -1.906
H 0.203 0.282 0.870
H -0.659 -0.169 0.560
H 0.979 -1.119 -1.886
H -0.235 0.490 0.483
H -0.247 -0.114 0.104
H 0.956 0.582 -0.471
H -0.097 0.074 -0.588
H 0.044 -0.337 -0.072
H 0.361 0.550 0.232
H -0.219 -0.073 0.244
H 2.380 0.187 -0.839
H -0.192 -0.640 0.775
H -0.574 -0.145 0.769
H -1.110 0.419 -0.288
H -0.013 -0.581 -0.587
H 0.026 -0.713 0.884
H 1.456 -0.268 -1.009